No. 1
{
  "formula": "C16H17N3O3S",
  "method": "ωB97M-V/def2-TZVPD",
  "smiles": "O=C(Nc1cccnc1)c1cccc(S(=O)(=O)N2CCCC2)c1",
  "energy_ha": -1408.0845,
  "lumo_ha": 0.007,
  "molar_mass_da": 331.40,
  "homo_ev": -9.00,
  "species": ["O", "C", "N", "C", "C", "C", "C", "N", "C", "C", "C", "C", "C", "C", "S", "O", "O", "N", "C", "C", "C", "C", "C", "H", "H", "H", "H", "H", "H", "H", "H", "H", "H", "H", "H", "H", "H", "H", "H", "H"],
  "coordinates": [[1.91171, 1.13527, 0.28923], [2.03974, -0.05578, 0.11131], [3.22569, -0.68081, -0.15164], [4.49891, -0.11917, -0.24945], [4.77360, 1.22850, -0.02611], [6.08325, 1.66121, -0.14557], [7.06788, 0.74425, -0.47992], [6.81303, -0.53668, -0.69201], [5.56996, -0.95400, -0.58093], [0.87226, -0.99243, 0.15215], [0.94922, -2.26832, 0.70773], [-0.17124, -3.08046, 0.75568], [-1.37829, -2.62983, 0.24344], [-1.45014, -1.36099, -0.29684], [-2.99694, -0.74240, -0.96256], [-4.02820, -1.69543, -0.64901], [-2.79020, -0.39451, -2.33765], [-3.14416, 0.66891, -0.07451], [-3.85555, 0.51882, 1.18931], [-4.98137, 1.56644, 1.18404], [-5.12269, 1.93131, -0.29381], [-3.67829, 1.82526, -0.77692], [-0.34658, -0.53620, -0.33990], [3.18822, -1.67136, -0.35086], [3.97901, 1.90933, 0.23015], [6.33109, 2.69797, 0.01979], [8.10334, 1.03760, -0.58381], [5.40988, -2.01051, -0.76456], [1.87663, -2.62200, 1.13640], [-0.10393, -4.06415, 1.19494], [-2.26854, -3.23831, 0.26074], [-4.25218, -0.49745, 1.24176], [-3.15747, 0.66998, 2.01744], [-4.67815, 2.44402, 1.75601], [-5.90160, 1.17307, 1.60987], [-5.54741, 2.92079, -0.44791], [-5.73533, 1.19116, -0.80990], [-3.57514, 1.66553, -1.84835], [-3.10000, 2.70685, -0.48083], [-0.43002, 0.45451, -0.75694]],
  "forces_ev_per_a": [[0.0, 0.2, 0.0], [0.0, -0.3, 0.0], [0.0, -0.4, -0.1], [0.4, 0.4, 0.0], [-0.1, 0.0, 0.0], [0.0, -0.2, -0.1], [0.1, 0.4, 0.1], [0.3, -0.3, -0.1], [-0.4, 0.1, 0.1], [-0.4, 0.0, 0.0], [0.0, 0.1, -0.1], [0.0, 0.0, 0.0], [-0.1, -0.1, 0.0], [-0.5, 0.1, -0.1], [0.4, 0.0, 0.2], [0.2, 0.1, 0.2], [0.1, 0.2, 0.0], [0.2, -0.9, -0.7], [-0.1, -0.3, 0.9], [0.0, 0.0, -0.1], [0.2, 0.0, 0.1], [-0.2, 0.4, -0.5], [0.3, 0.1, 0.0], [-0.1, 0.2, 0.0], [0.0, 0.0, 0.0], [0.0, 0.1, 0.0], [0.1, 0.1, 0.0], [-0.1, -0.1, 0.0], [0.1, 0.0, 0.0], [0.0, -0.1, 0.0], [-0.1, -0.1, 0.0], [0.0, 0.2, 0.2], [-0.1, 0.0, 0.0], [0.0, 0.0, 0.0], [0.0, 0.0, 0.1], [-0.1, 0.0, 0.0], [0.0, 0.0, -0.1], [0.0, 0.2, 0.0], [0.0, 0.0, -0.1], [0.1, 0.2, 0.0]],
  "nbo_charge": [-0.5909, 0.6649, -0.5892, 0.1023, -0.2051, -0.2332, 0.0112, -0.3980, 0.0049, -0.1556, -0.1792, -0.2117, -0.1665, -0.3393, 2.3166, -0.9440, -0.9329, -0.6799, -0.2420, -0.4148, -0.4163, -0.2289, -0.0804, 0.4042, 0.2594, 0.2218, 0.1935, 0.1819, 0.2152, 0.2236, 0.2460, 0.2279, 0.2009, 0.2042, 0.2218, 0.2188, 0.2097, 0.2440, 0.1927, 0.2426]
}

No. 2
{
  "formula": "C2H9O2S",
  "method": "ωB97M-V/def2-TZVPD",
  "energy_ha": -630.3024,
  "lumo_ha": 0.150,
  "total_charge": -1,
  "molar_mass_da": 97.16,
  "homo_ev": -3.17,
  "species": ["C", "C", "S", "H", "H", "H", "H", "H", "H", "H", "O", "H", "H", "O"],
  "coordinates": [[0.07706, -1.20718, 1.52053], [0.15622, -0.79341, 0.05747], [1.12319, 0.76948, -0.34860], [-0.73856, -1.96667, 1.73166], [-0.14092, -0.34581, 2.16204], [1.07466, -1.65299, 1.86562], [-0.87996, -0.50836, -0.20027], [0.46126, -1.65216, -0.54609], [0.03716, 3.07860, 1.61739], [-0.01649, 2.14077, 0.42832], [-0.60185, 2.67316, 1.02399], [-0.29351, 0.43490, -3.52741], [-0.03302, -0.45571, -2.42872], [-0.22525, -0.51461, -3.35593]],
  "forces_ev_per_a": [[0.9, -0.9, 1.0], [-0.9, 1.1, 0.1], [0.4, -1.6, -0.2], [0.8, 0.6, -0.4], [0.1, 0.0, -0.2], [-1.3, 0.6, -0.3], [0.3, -0.4, -0.2], [0.1, 0.2, -0.1], [-0.1, 0.0, 0.1], [0.0, -0.5, -0.1], [-0.5, 0.9, 0.5], [0.0, -0.2, -0.3], [0.5, -0.2, 1.3], [-0.4, 0.5, -1.0]],
  "nbo_charge": [-0.6126, -0.5202, -0.6806, 0.1764, 0.2129, 0.1831, 0.1836, 0.1783, 0.4425, 0.4669, -1.0213, 0.4627, 0.4913, -0.9629]
}

No. 3
{
  "formula": "C2H7N2S3",
  "method": "ωB97M-V/def2-TZVPD",
  "smiles": "C/[N+](S)=C/NSS",
  "energy_ha": -1384.1606,
  "lumo_ha": -0.149,
  "total_charge": 1,
  "molar_mass_da": 155.29,
  "homo_ev": -13.62,
  "species": ["C", "N", "S", "C", "N", "S", "S", "H", "H", "H", "H", "H", "H", "H"],
  "coordinates": [[-1.89044, 0.79776, -0.11138], [-0.95376, -0.25404, 0.12010], [-1.68032, -1.90178, 0.33694], [0.32055, -0.10494, -0.11042], [1.24443, -1.02511, -0.19258], [3.07705, -0.89675, -0.38514], [3.62155, 0.99909, 0.42518], [-1.28264, 1.65706, -0.69284], [-2.40811, 1.36894, 0.76991], [-2.68417, 0.44912, -0.78796], [-2.43870, -1.67321, 1.33942], [0.60367, 0.86744, -0.39599], [1.06426, -1.94461, 0.28853], [3.40664, 1.66104, -0.60377]],
  "forces_ev_per_a": [[-0.3, 4.3, -1.1], [-1.2, -2.3, 1.3], [2.1, 0.4, -2.1], [0.5, -0.6, -0.7], [1.2, -2.0, 1.6], [-1.0, 1.9, 0.4], [-0.1, -3.4, 2.4], [-1.6, -1.8, 1.2], [1.3, -1.7, -1.1], [0.3, 0.1, 0.2], [-0.9, 0.8, 1.7], [0.4, 1.2, -0.2], [-0.1, 1.2, -0.8], [-0.5, 1.8, -3.0]],
  "nbo_charge": [-0.4394, -0.4487, 0.2323, 0.3728, -0.6748, 0.3355, 0.0006, 0.2202, 0.2506, 0.2444, 0.1378, 0.2192, 0.4400, 0.1095]
}

Table of energy above the lowest of the compared OMol25 structures with the same formula, charge and spin (kJ/mol), in record order: 146.0, 38.7, 69.3